[1]
The following is a DFT calculation (the ωB97M-V functional and the def2-TZVPD basis) of a structure of composition C11H21N9PtS2 at a distorted geometry.

```
44
Properties=species:S:1:pos:R:3:forces:R:3
Pt 0.430920 -0.511827 -0.328898 -0.04 0.12 0.42
N 0.825520 -2.766727 -0.947898 0.36 0.50 0.28
C -0.249480 -3.544227 -1.574898 -0.39 -0.34 -0.46
C -0.641480 -2.968527 -2.931898 -0.17 0.21 0.45
C -1.430880 -1.667427 -2.822398 -0.22 -0.52 -0.30
N -0.567780 -0.529927 -2.474598 0.32 0.42 0.39
H 1.648820 -2.797327 -1.549098 0.00 0.01 0.21
H 1.080820 -3.194027 -0.059998 0.13 -0.06 -0.19
H -1.113880 -3.547927 -0.906398 0.07 -0.03 -0.01
H 0.076020 -4.582727 -1.712898 -0.03 0.15 0.13
H -1.260180 -3.699127 -3.450698 0.02 -0.03 -0.02
H 0.251020 -2.815927 -3.544198 0.03 -0.05 -0.12
H -2.200980 -1.761127 -2.051598 0.01 0.02 -0.09
H -1.930480 -1.472527 -3.780398 0.05 0.04 0.21
H -1.125280 0.322573 -2.490198 0.21 -0.02 -0.16
H 0.151820 -0.430427 -3.190198 -0.07 0.16 0.12
C -1.853480 3.028173 3.417602 0.06 0.10 0.51
N -1.808080 2.441673 2.092102 0.21 -0.43 -0.04
C -2.620780 3.047273 1.049102 -0.14 0.02 -0.38
C -1.134380 1.309073 1.823102 -0.34 0.44 0.03
N -1.135880 0.749973 0.643602 0.42 -0.42 -0.93
N -0.449280 0.733673 2.874302 -0.06 0.41 0.34
C 0.218620 -0.467527 2.923102 0.12 -0.28 0.10
N 0.552820 -0.882427 4.155502 -0.06 0.08 0.19
N 0.514420 -1.137827 1.857402 0.22 -0.07 -0.93
H -2.425380 3.950373 3.378202 0.04 -0.06 0.00
H -0.854680 3.290373 3.769102 0.05 0.03 0.03
H -2.343580 2.372173 4.140602 -0.03 -0.02 0.01
H -3.090680 3.949773 1.431002 0.08 -0.10 0.00
H -3.414980 2.365573 0.730002 0.03 0.07 -0.03
H -2.004580 3.332873 0.191602 -0.06 0.00 0.02
H -1.702480 1.245873 -0.033998 0.04 0.09 0.24
H -0.519280 1.227773 3.753802 0.03 -0.09 -0.14
H 0.258420 -0.412527 4.996502 -0.06 0.00 -0.08
H 1.011420 -1.769827 4.284802 0.04 0.09 -0.04
H 1.011620 -2.000127 2.055202 -0.05 0.15 0.15
S 3.043820 -0.644027 -0.305898 -0.66 0.29 -0.34
C 3.514420 0.515173 -1.448698 -0.40 -0.50 0.48
C 4.813820 0.359173 -1.987998 -0.15 0.09 0.14
N 5.852920 0.169773 -2.427098 0.67 -0.08 -0.28
C 2.709720 1.575873 -1.862098 -0.68 -0.07 0.34
S 1.141320 1.863573 -1.282898 0.14 -0.75 0.09
C 3.204420 2.501873 -2.808798 -0.06 -0.12 0.23
N 3.565220 3.251473 -3.592898 0.28 0.55 -0.57
```
Forces are in eV/Å.

The total charge is +2. The value obtained for the orbital gap (alpha / beta) is 8.28 / 6.61 eV. For the max |F|, the calculation gives 1.1 eV/Å. The expectation value of S² is 6.033. The spin multiplicity is 5. The value obtained for the molecular weight is 538.6 g/mol. The value obtained for the highest occupied orbital energy (alpha / beta) is -14.754 / -15.712 eV.

[2]
The following is a DFT calculation (the ωB97M-V functional and the def2-TZVPD basis) of a cluster of 2 separate species, CH3O2S2 in total at a distorted geometry.

```
8
Properties=species:S:1:pos:R:3:forces:R:3
C 0.052656 0.075661 -0.302731 0.33 3.59 0.45
O 1.724747 -1.929027 -0.446563 0.31 -0.89 -0.32
O 0.851520 -1.317271 1.835725 1.35 -0.02 -0.74
S -1.405473 -0.338406 0.607420 -1.52 0.60 -0.30
S 1.579835 -0.879127 0.568726 -1.46 0.90 0.69
H -0.143285 -0.300390 -1.306276 0.78 0.27 -0.12
H 0.203153 1.522819 -0.366951 -0.24 -4.34 0.16
H -0.777604 -1.038018 1.577628 0.45 -0.11 0.17
```
Forces are in eV/Å.

The total charge is -1. The value obtained for the orbital gap is 7.61 eV. For the max |F|, the calculation gives 4.3 eV/Å. The spin multiplicity is 1. The value obtained for the molecular weight is 111.2 g/mol. The value obtained for the highest occupied orbital energy is -3.894 eV.

[3]
The following is a DFT calculation (the ωB97M-V functional and the def2-TZVPD basis) of the ion C4H6FO2S with charge -1 at a distorted geometry.

```
14
Properties=species:S:1:pos:R:3:forces:R:3
C -1.022083 2.032115 -0.064383 1.12 -2.30 -2.80
C -0.873395 0.710880 0.247973 -0.46 1.74 -0.93
C -0.152210 -1.909677 0.055262 -0.33 2.16 -4.13
C 0.054995 -0.215267 -0.474359 -0.53 -2.16 3.13
O 1.652674 0.969826 1.449827 -0.02 0.10 -0.39
O 2.605352 -0.672924 -0.065679 0.97 -0.53 -0.40
F 0.027878 -0.157627 -1.824955 -0.34 0.25 -1.03
S 1.815631 0.567006 0.023595 -0.67 -0.75 0.75
H -1.735918 2.699078 0.369026 -0.01 0.29 0.46
H -0.516068 2.293290 -1.070418 -0.93 0.16 1.80
H -1.335807 0.367081 1.152237 -0.06 -0.42 0.37
H 0.630291 -1.981589 0.776523 0.26 -0.56 0.70
H -1.219928 -2.120959 0.347414 1.25 0.42 0.10
H 0.068588 -2.581239 -0.922063 -0.26 1.61 2.37
```
Forces are in eV/Å.

The total charge is -1. The value obtained for the orbital gap is 7.32 eV. For the max |F|, the calculation gives 4.7 eV/Å. The spin multiplicity is 1. The value obtained for the molecular weight is 137.2 g/mol. The value obtained for the highest occupied orbital energy is -3.243 eV.

[4]
The following is a DFT calculation (the ωB97M-V functional and the def2-TZVPD basis) of a cluster of 3 separate species, C3H9O5 in total at a distorted geometry.

```
17
Properties=species:S:1:pos:R:3:forces:R:3
O -0.177666 -2.030578 -0.215650 0.08 0.06 0.09
C -0.409275 -0.809512 -0.289214 0.22 -0.50 -0.14
O -1.457060 -0.209219 0.077866 -0.41 0.27 0.26
C 0.683232 0.106105 -0.839520 0.31 0.75 0.75
C 0.194962 1.228482 -1.783297 0.92 -0.67 0.15
O -0.981370 1.881919 -1.400533 -0.18 0.15 0.46
H 1.524925 -0.454882 -1.253197 -0.30 -0.04 -0.36
H 1.131909 0.602330 0.041044 -0.27 -0.09 -0.04
H 1.024747 1.944514 -1.808473 -0.17 0.20 -0.32
H 0.097312 0.777971 -2.772450 -0.18 0.12 -0.34
H -1.418090 1.259984 -0.757081 0.11 -0.23 -0.27
H -1.293831 1.824730 2.446056 -0.28 0.70 0.86
H -1.271368 2.434756 1.220499 -0.21 1.19 -0.19
O -1.416023 2.749325 2.139374 0.50 -1.99 -0.83
H 2.622747 -3.315516 0.810821 0.23 -0.19 -0.86
H 2.218388 -2.800270 2.064230 -0.33 0.45 0.78
O 3.031263 -3.047968 1.632061 -0.02 -0.18 -0.01
```
Forces are in eV/Å.

The total charge is -1. The value obtained for the orbital gap is 8.80 eV. For the max |F|, the calculation gives 2.2 eV/Å. The spin multiplicity is 1. The value obtained for the molecular weight is 125.1 g/mol. The value obtained for the highest occupied orbital energy is -4.998 eV.

- Among the records above, which one has the highest molecular weight?
  C11H21N9PtS2

- Which of these has the highest max |F|?
  C4H6FO2S

- Among the records above, which one has the highest total charge?
  C11H21N9PtS2